Here is C2H3FO2 in the gas phase in a non-equilibrium geometry from the Open Molecules 2025 dataset. Energies are from the ωB97M-V functional and the def2-TZVPD basis.

Atoms and positions in Å:
C: -0.912 0.222 -0.407
C: 0.639 -0.157 -0.238
O: -0.851 0.748 0.828
O: 0.988 -1.093 0.608
F: 1.488 0.851 -0.410
H: -1.269 0.878 -1.332
H: -1.398 -0.780 -0.486
H: 1.314 -0.670 1.436

Forces on atoms 1 to 3 (eV/Å):
C -0.5 -0.7 -0.8
C -2.2 2.4 1.2
O 1.0 -0.5 -1.7

The largest force on an atom comes out at 0.0661 hartree/bohr. The HOMO energy comes out at -9.4 eV. As for the total charge: 0. The value obtained for the molar mass is 78.04 g/mol. The calculation puts the relative energy (zero: lowest compared OMol25 entry of this formula, charge and spin) at 76.3 kcal per mole. The LUMO energy comes out at -0.34 eV.

In the natural (NBO) picture, each atom carries the following charge in e:
1. C -0.076
2. C 0.811
3. O -0.652
4. O -0.647
5. F -0.293
6. H 0.179
7. H 0.158
8. H 0.520